# 1
A molecular structure, C33H46OP2SiW, computed with ωB97M-V/def2-TZVPD.

Last column: Löwdin charge in e.
Cartesian coordinates (Å):
H (5.47927, 5.35561, 2.53774)  0.114
H (-1.43835, 2.15963, -2.02534)  0.091
C (-4.46983, -0.20701, -2.80515)  -0.301
C (-2.04283, 1.41635, -0.09103)  -0.415
C (-1.91090, -2.37991, 0.01893)  -0.233
H (2.38630, -2.72193, 6.02222)  0.113
C (3.41141, -1.30018, -1.09276)  -0.092
H (-3.96367, -3.36148, -2.67322)  0.073
H (0.05242, 0.04731, -1.18262)  0.071
H (-4.03662, 3.31991, -1.34926)  0.088
H (-5.50249, -0.24185, -0.85162)  0.094
H (-5.34377, 0.11766, -3.40843)  0.122
C (-4.48779, 2.33684, -1.46239)  -0.164
H (4.88205, 2.15460, -0.27689)  0.105
C (0.05898, 3.97198, -0.07168)  -0.291
C (-1.42401, -1.01528, 0.74081)  -0.139
H (-1.39971, -1.23484, 1.83074)  0.124
C (5.58717, -2.10645, -1.82215)  -0.069
H (0.29003, 4.16768, 1.01093)  0.001
H (4.06503, 4.16293, 4.20724)  0.113
H (0.61975, -1.10452, 5.33085)  0.101
H (-4.19871, 2.48325, -4.43062)  0.082
H (-0.37645, -0.68866, 0.51783)  0.075
H (-3.39169, -4.40491, -1.31339)  0.074
H (-3.36867, -0.18733, -0.09785)  0.046
C (-2.45558, 0.12114, 0.55696)  -0.250
H (-1.17508, -1.61269, -3.26705)  0.141
H (-5.13358, -3.92976, -1.41355)  0.066
H (3.11158, 1.93972, 3.67388)  0.103
C (-1.46949, -2.51994, -1.35079)  -0.144
H (-2.68179, 2.26558, 0.19164)  0.082
H (-4.66117, 1.92083, -0.46755)  0.068
Si (3.06439, 0.31283, 1.23881)  0.463
C (5.42691, -0.68821, 0.13948)  -0.104
C (1.47187, -1.28282, 4.68403)  -0.081
H (-4.14739, -2.85542, 1.68377)  0.074
C (-1.46598, -1.32907, -2.22815)  -0.160
C (5.29216, 3.80391, 1.04198)  -0.072
H (-2.56279, 3.04945, -3.91152)  0.080
C (5.09406, 4.35450, 2.31232)  -0.071
C (-5.01602, -0.95838, -1.54743)  -0.276
H (-2.89043, 0.35313, 1.56135)  0.141
H (4.40410, -2.07135, 2.24740)  0.103
C (3.73185, 2.44989, 2.93132)  -0.088
C (-1.84922, 1.24112, -1.59836)  -0.491
H (3.72874, -2.57011, -2.82602)  0.100
P (-3.82031, -2.08347, -0.56417)  0.964
C (4.03767, -0.62091, -0.03848)  -0.254
C (4.72067, 2.56598, 0.72161)  -0.092
H (5.85185, 4.36868, 0.28814)  0.111
H (-5.78847, -1.66572, -1.90816)  0.109
C (3.95831, 1.87039, 1.67650)  -0.243
W (0.13394, 1.81615, 0.17718)  1.434
C (2.45843, -2.19926, 5.06006)  -0.078
H (7.29750, -1.51160, -0.57708)  0.117
H (-2.72188, 1.48468, -4.77487)  0.081
O (1.58476, 0.61853, 0.65947)  -0.480
H (-0.77528, 4.61913, -0.40969)  0.009
C (3.61523, -1.81574, 2.96615)  -0.067
H (5.90862, -0.15391, 0.98277)  0.122
H (-0.40464, 0.48743, -2.87932)  0.130
H (-2.53775, -1.09907, -2.41043)  0.030
C (1.58599, -0.59791, 3.46612)  -0.115
H (-5.47329, -3.34683, 0.55477)  0.067
C (-4.82816, -2.50954, 0.88504)  -0.167
C (2.71393, -0.78815, 2.67122)  -0.243
H (6.20154, -2.67484, -2.52005)  0.107
C (3.50689, -2.49912, 4.18742)  -0.064
H (-1.84116, -3.26476, 0.67415)  0.143
P (-3.45457, 1.29612, -2.47692)  0.965
H (4.25122, -3.27025, 4.44413)  0.116
C (-0.84770, 0.13488, -1.91703)  -0.175
C (-4.09689, -3.60373, -1.60088)  -0.178
C (4.19313, -2.03884, -1.99382)  -0.081
H (-5.45071, -1.66126, 1.21169)  0.072
H (-3.93144, -0.89020, -3.48932)  0.096
H (0.80288, 0.09168, 3.16112)  0.080
C (-3.20757, 2.16730, -4.05193)  -0.145
C (4.29255, 3.68826, 3.24334)  -0.076
C (6.20979, -1.44536, -0.74521)  -0.059
H (0.98658, 4.15642, -0.66455)  0.007
H (-1.30174, -3.52755, -1.76708)  0.130
H (-5.44962, 2.43646, -1.95088)  0.080
H (2.32564, -1.26787, -1.20647)  0.080

Forces on atoms 1 to 2 (eV/Å):
0.0 -0.5 0.0
0.1 0.3 0.1

Properties
LUMO level (alpha / beta) = -6.1 / -6.9 eV
energy relative to the best compared isomer or geometry (same formula, charge and spin) = 0.0 kJ/mol
E_HOMO (alpha / beta) = -12.68 / -12.57 eV
multiplicity = 3
Kohn-Sham gap (alpha / beta) = 6.55 / 5.69 eV
total charge = +2

=====

# 2
A molecular structure, C18H49BMnO9, computed with ωB97M-V/def2-TZVPD.

Last column: Löwdin charge in e.
Cartesian coordinates (Å):
H (43.15690, -3.09868, -20.84247)  0.095
H (37.78036, 6.14875, -21.73357)  0.128
C (41.95183, 0.04886, -18.98489)  -0.212
H (38.40563, 0.54808, -19.04517)  0.010
H (35.25889, 4.45259, -18.96073)  0.094
H (38.45627, -2.76568, -17.14738)  0.087
C (38.68874, -2.46093, -20.34455)  -0.224
H (35.87408, 5.67250, -23.04488)  0.100
C (35.81138, 0.69889, -23.55087)  -0.057
H (40.30950, 4.74296, -22.55476)  0.140
O (35.98540, 1.55480, -22.42984)  -0.275
C (43.84069, 1.36104, -18.63803)  -0.116
H (34.35344, 2.74594, -22.55437)  0.121
H (41.34669, -0.71728, -18.49635)  0.114
H (36.73347, 5.14934, -24.48755)  0.103
O (43.19946, 0.14601, -18.35535)  -0.151
H (39.73616, -0.51699, -22.87785)  0.041
H (36.55221, 3.39284, -18.55807)  0.101
H (41.78828, -2.57117, -19.97827)  0.088
H (36.97613, 4.88442, -19.37171)  0.096
H (44.73234, 1.46206, -18.02485)  0.088
H (40.82120, -0.56234, -24.27812)  0.069
B (38.27624, 1.15828, -20.01964)  -0.427
C (34.72242, 1.94880, -21.89614)  -0.159
H (38.12839, 2.26289, -19.80295)  -0.036
H (33.96676, 1.16577, -21.86007)  0.137
C (40.30742, -5.24198, -22.05771)  -0.132
H (40.98629, -0.16146, -20.88920)  0.092
H (43.17669, 2.18520, -18.32322)  0.084
H (40.07388, 4.45900, -19.21107)  0.104
O (36.08867, 3.42546, -20.56890)  -0.247
O (38.38229, -3.07919, -19.12557)  -0.165
O (39.36566, 3.77880, -21.02129)  -0.266
H (44.06199, 1.56643, -19.68864)  0.086
O (39.96937, -4.39557, -20.98978)  -0.182
H (35.26734, -0.20864, -23.28209)  0.099
O (38.75282, 1.97558, -23.57969)  -0.345
C (36.22530, 4.10180, -19.33026)  -0.066
H (39.04856, -1.37727, -18.08525)  0.058
H (38.01645, -4.06136, -21.68060)  0.127
H (40.21454, 1.66699, -24.99101)  0.092
H (37.32951, 0.82222, -20.55505)  -0.009
C (39.61105, 4.97171, -21.74132)  -0.169
C (38.34912, 5.50368, -22.41326)  -0.160
H (35.12950, 1.77630, -19.79238)  0.139
H (42.33682, 0.90477, -20.87559)  0.115
C (34.95886, 2.57534, -20.52596)  -0.179
C (42.37353, -2.33777, -20.87151)  -0.103
H (39.16489, 1.03329, -20.72718)  0.000
H (41.31137, 0.92008, -18.77487)  0.106
H (40.22099, 2.68583, -19.50809)  0.054
H (34.04907, 3.08798, -20.19726)  0.134
H (40.07818, 5.77259, -21.16420)  0.132
H (38.63347, 6.07098, -23.30056)  0.135
H (41.76395, -2.57609, -21.74821)  0.079
H (39.57066, -1.81931, -20.25457)  0.097
O (42.89878, -1.04109, -20.98377)  -0.143
H (40.76115, 1.73016, -23.34607)  0.087
H (41.07111, -5.97056, -21.78002)  0.087
H (39.02535, -0.48849, -24.52725)  0.061
C (38.92598, -3.52304, -21.40429)  -0.201
C (38.28843, -2.16023, -18.03537)  -0.086
O (37.50358, 4.40364, -22.72727)  -0.260
H (37.29299, -1.71246, -18.08437)  0.089
H (37.91623, -1.79495, -20.75692)  0.125
C (39.92511, 1.35741, -23.97182)  -0.450
H (36.78731, 0.39048, -23.92148)  0.077
H (40.81337, -4.65056, -22.83395)  0.083
Mn (37.84286, 2.42083, -21.70413)  0.816
H (39.28121, -2.98475, -22.29446)  0.112
C (42.01242, -0.07499, -20.51262)  -0.224
H (35.33075, 1.23369, -24.37454)  0.102
C (40.29534, 3.67471, -19.93959)  -0.057
H (35.75752, 3.94632, -23.58487)  0.077
C (36.39053, 4.82319, -23.50222)  -0.051
H (39.48181, -5.79456, -22.51143)  0.086
C (39.86707, -0.17853, -23.90738)  -0.095
H (41.33044, 3.83377, -20.25513)  0.103

Forces on atoms 1 to 2 (eV/Å):
0.4 0.4 -0.2
0.1 0.2 0.0

Properties
LUMO level (alpha / beta) = 0.2 / 0.2 eV
energy relative to the best compared isomer or geometry (same formula, charge and spin) = 0.0 kJ/mol
E_HOMO (alpha / beta) = -7.24 / -7.49 eV
multiplicity = 6
Kohn-Sham gap (alpha / beta) = 7.48 / 7.73 eV

=====

# 3
A molecular structure, C37H52Br12F15NO2Si, computed with ωB97M-V/def2-TZVPD.

Last column: Löwdin charge in e.
Cartesian coordinates (Å):
C (-3.06239, -0.35228, -3.18234)  -0.387
H (3.66817, 3.79713, 3.61325)  0.053
Br (4.30368, -5.50285, -3.21297)  0.622
C (0.30269, 7.55279, 1.72760)  -0.643
C (2.16898, -0.03710, -5.12064)  -0.311
Br (-0.68963, -1.72975, 11.10479)  0.627
F (2.37613, -1.62735, -6.84900)  0.155
C (1.50740, 3.85645, 3.85048)  -0.715
F (2.08363, -1.24539, -4.48794)  0.115
Br (1.45511, 1.94476, 4.23538)  0.914
H (-5.22298, -4.26392, 8.47474)  0.057
F (4.89792, -0.58883, -6.79082)  0.165
H (-2.53232, -4.13235, 2.25555)  0.037
H (2.57504, -3.31836, -9.67992)  0.045
F (2.52152, 0.30367, -8.85835)  0.138
O (-2.38340, 2.17985, -0.97967)  -0.149
H (-3.24619, -3.28142, 3.61009)  -0.018
H (-0.73140, 7.74276, 1.99944)  0.056
H (-4.39868, -0.88276, 11.51637)  0.060
H (-3.56875, 2.85416, -2.87625)  0.129
C (-1.98179, -1.24569, 5.47098)  -0.111
H (3.95575, -1.72404, -2.68846)  0.042
C (-1.95647, 1.52614, -2.20210)  -0.214
H (0.52798, 8.05819, 0.79032)  0.061
H (3.04247, -4.36371, -12.53713)  0.050
H (0.76396, 4.32463, 4.48873)  0.029
C (-2.27673, -3.56807, 3.17156)  -0.189
C (-1.00429, -1.17120, 4.45833)  -0.233
H (-3.22376, 5.07492, -0.86137)  0.072
C (-2.23038, -0.93837, 1.61289)  -0.197
Br (0.67306, 7.40927, 4.56216)  0.665
C (2.89019, 4.42429, 4.03811)  -0.704
Si (-1.21313, -2.04300, 2.78037)  0.615
H (3.16591, -2.27628, -10.98888)  0.044
C (-1.79058, -0.64014, 6.69426)  -0.152
C (0.46493, -2.55260, 2.08894)  -0.189
F (4.98222, -0.70351, -9.58228)  0.181
H (0.99752, -3.08419, 2.89561)  0.046
H (-0.29731, -0.80333, -4.91444)  0.135
F (0.77934, -0.22031, -7.06592)  0.156
H (-2.34126, -1.03814, 12.80352)  0.058
H (1.24350, 0.75952, 6.20320)  0.020
F (2.60024, 1.90223, -7.41514)  0.180
H (-0.78414, 3.44370, -0.40819)  0.090
C (2.61978, -3.18920, -10.75760)  -0.713
C (1.01287, 0.83247, -4.52021)  -0.394
H (-0.51627, -1.54482, -2.86011)  0.124
H (-3.46319, 3.78441, 0.39992)  0.081
H (2.91433, -3.64031, -4.10673)  0.040
H (-2.54000, -0.70190, 7.51172)  -0.105
H (-2.91477, -1.79782, 5.33768)  0.014
C (-3.04466, 1.96760, -3.24767)  -0.111
H (-4.38982, -5.65423, 7.75415)  0.051
C (-4.34320, -4.58162, 7.91717)  -0.669
C (3.23357, -4.36596, -11.46827)  -0.700
H (-1.75219, -4.26648, 3.84214)  0.037
Br (2.55367, -6.05167, -10.77350)  0.607
H (-0.48294, 0.52118, 7.97075)  0.100
C (-3.08240, -4.14749, 8.61758)  -0.721
H (0.34957, -0.20178, -2.13087)  0.122
F (6.48515, 0.51615, -8.65451)  0.157
F (-3.62754, -0.53677, -0.77387)  0.090
O (-3.32488, -1.43060, -3.64743)  0.140
H (-2.14595, 5.05844, 0.53921)  0.001
F (1.52634, 1.40484, -3.39229)  0.108
H (4.30762, -4.39872, -11.29384)  0.056
H (-1.64586, 3.91161, -1.90356)  0.119
H (-0.49077, -0.97942, 0.18646)  0.098
H (-1.27319, 0.57865, 0.41897)  0.120
Br (2.39157, -3.00866, -1.27893)  0.642
H (-2.06865, 0.27430, 11.64114)  0.052
F (4.94039, 1.56796, -6.91244)  0.142
C (-1.77073, 3.46292, -0.90116)  -0.267
F (4.86982, 1.51699, -9.63746)  0.202
H (-2.49123, -0.02796, 2.17908)  0.083
C (-1.47203, -0.49886, 0.32107)  -0.117
C (5.16002, 0.43870, -8.92308)  -0.535
C (1.27798, 7.96362, 2.79757)  -0.672
H (-3.10800, -4.44143, 9.66640)  0.053
C (-2.26719, -0.78807, 11.74682)  -0.684
C (4.45955, 0.45011, -7.51805)  -0.322
H (-2.53011, 2.24830, -4.18683)  0.115
C (-0.62051, 0.07562, 6.98511)  -0.077
H (-2.90171, -3.07934, 8.54595)  -0.010
C (-1.84426, -0.03898, -2.20483)  -0.179
H (-3.55668, -2.31118, 10.88740)  0.036
F (0.72343, 1.89779, -5.33752)  0.098
Br (0.43905, 5.65103, 1.32079)  0.783
C (0.13434, -0.42457, 4.75339)  -0.233
C (2.89518, 0.60855, -7.58106)  -0.322
C (2.06878, -0.32702, -6.65714)  -0.319
H (1.19805, 3.94665, 2.81152)  -0.071
H (-3.18745, -1.44820, 1.42919)  0.081
H (1.05320, -1.66543, 1.81039)  0.027
C (-0.47611, -0.44357, -2.81154)  -0.081
H (0.87937, -0.36168, 3.96076)  0.017
H (1.35103, 9.04829, 2.84954)  0.060
C (-2.28393, -0.81172, -0.92831)  -0.452
F (-2.18809, -2.15205, -1.19281)  0.099
C (-2.73865, 4.41563, -0.12611)  -0.065
N (-3.87130, 0.78412, -3.50757)  0.079
H (-0.94004, 1.91283, -2.37813)  0.137
H (0.32069, -3.23189, 1.23666)  0.021
H (-4.65191, 0.83894, -2.85451)  0.139
Br (-4.51158, -3.73456, 6.17403)  0.697
C (-3.50067, -1.23378, 11.01032)  -0.646
C (3.89199, -3.64778, -3.63399)  -0.717
C (0.34188, 0.20581, 5.99693)  -0.223
H (-1.11979, 0.71147, -4.63005)  0.125
Br (-1.51650, -5.03446, 7.87997)  0.622
Br (-3.57554, -0.45233, 9.22548)  0.806
Br (0.79954, -2.85861, -11.36342)  0.612
C (3.96050, -2.77623, -2.40809)  -0.692
H (2.26897, 7.54289, 2.65465)  0.046
C (-0.30331, 0.08161, -4.25978)  -0.036
H (4.64612, -3.34632, -4.35900)  0.057
Br (3.31416, 4.65483, 5.92424)  0.601
H (4.82867, -2.97890, -1.78818)  0.052
H (2.95685, 5.42224, 3.60822)  0.020
F (3.34783, 0.49633, -4.74678)  0.158

Forces on atoms 1 to 2 (eV/Å):
-0.3 -1.1 -0.9
-0.1 0.0 0.0

Properties
LUMO level = 0.2 eV
E_HOMO = -8.50 eV
Kohn-Sham gap = 8.67 eV

=====

So what do the calculations give for E? Going down the list: -65275.7211 -69878.7117 -933947.5581 eV.